# C59H140CoF6N8O21

A structure of composition C59H140CoF6N8O21 in a non-equilibrium geometry (ωB97M-V/def2-TZVPD, OMol25).

Properties
Molar mass = 1470.72 g mol⁻¹
E_HOMO (alpha / beta) = -8.241 / -8.241 eV
Multiplicity = 4

Each line ends with the Mulliken charge.
Positions of all 235 atoms, in Å:
Co: 1.79390 -1.23086 1.17012  1.016
C: 2.36575 -3.99531 2.18333  -1.131
O: 3.72754 -3.88691 1.64545  -0.214
O: 1.57583 -3.06896 1.67455  1.104
C: 1.78406 -5.44813 1.82212  0.597
F: 0.57095 -5.58792 2.48930  -0.260
F: 1.43386 -5.55280 0.54369  -0.187
F: 2.50822 -6.54394 2.13402  -0.314
C: 4.80486 -4.39988 2.44842  -0.399
C: 6.00565 -4.70045 1.58510  -1.054
H: 6.21542 -3.75392 1.08976  -0.010
H: 6.82584 -4.98983 2.19910  0.472
H: 5.85073 -5.52716 0.84725  0.263
H: 4.40919 -5.24771 2.95995  0.619
H: 5.08707 -3.71710 3.26700  0.201
H: 2.44390 -4.09844 3.30837  -0.081
C: -0.00690 0.33078 0.13870  0.862
O: -0.36029 -1.08769 0.16245  -0.228
O: 1.22555 0.51449 0.63221  -0.651
C: -0.08680 0.73646 -1.38765  0.285
F: 0.77463 0.07049 -2.20794  0.014
F: -1.35270 0.56775 -1.91693  0.083
F: 0.22603 2.05051 -1.47378  -0.265
C: -1.58775 -1.36599 0.89525  1.309
C: -1.66290 -2.85210 1.13295  -1.174
H: -0.67410 -3.22714 1.39826  -0.373
H: -2.27738 -3.04995 2.02526  0.545
H: -2.16786 -3.40307 0.37450  -0.064
H: -2.48888 -0.98607 0.35349  -0.800
H: -1.54095 -0.92580 1.85150  -0.557
H: -0.82560 0.92656 0.66591  -0.231
C: -0.67298 -3.96577 6.90605  -1.262
C: -1.41051 -4.11175 5.67163  1.847
C: -1.86010 -5.53265 5.54845  -1.806
O: -2.40972 -3.09119 5.50183  -0.416
H: -1.26058 -4.14715 7.78252  0.444
H: -0.34505 -2.95166 7.08889  0.045
H: 0.22547 -4.66016 6.95188  0.336
H: -0.77443 -3.97885 4.79449  -0.716
H: -2.54272 -5.67570 6.39311  0.474
H: -1.07700 -6.27267 5.61168  0.417
H: -2.47056 -5.68439 4.67621  0.428
H: -3.22304 -3.51801 5.24707  0.254
C: 1.14574 2.00799 -10.75292  -0.809
O: 0.98201 1.20308 -9.64602  -0.118
C: 2.00559 0.28870 -9.45575  -0.788
C: 1.71464 -0.69573 -8.25027  -1.086
N: 1.56505 -0.24878 -6.88377  0.710
C: 2.72887 0.48151 -6.30475  -1.068
C: 2.59832 0.63541 -4.80393  1.468
O: 3.41467 1.68905 -4.33958  -0.623
C: 3.50354 1.75896 -2.92738  0.169
H: 2.17721 2.52921 -10.75338  0.288
H: 0.40104 2.80677 -10.82719  0.235
H: 1.12640 1.37200 -11.67149  0.329
H: 2.97050 0.80501 -9.32344  0.407
H: 2.15149 -0.29114 -10.33768  0.497
H: 2.50483 -1.45675 -8.21411  0.544
H: 0.86810 -1.31370 -8.52085  0.406
H: 0.71068 0.32674 -6.82965  -0.257
H: 2.89381 1.49083 -6.74549  0.327
H: 3.69595 -0.06110 -6.48386  0.299
H: 2.86056 -0.29533 -4.25943  -0.220
H: 1.53180 0.85206 -4.58917  -0.703
H: 4.21243 2.49328 -2.64939  0.407
H: 3.76365 0.75582 -2.59532  -0.126
H: 2.57162 2.09355 -2.50671  -0.068
C: 8.25554 -0.84700 -1.10799  -0.785
O: 7.88479 0.28452 -0.32248  -0.099
C: 8.86873 1.30847 -0.22924  -0.716
C: 8.60037 2.01689 1.03475  -0.692
N: 7.24158 2.63108 0.90079  -0.025
C: 6.89119 3.53512 1.96801  -0.827
C: 5.61030 4.29901 1.70795  -0.709
O: 4.52646 3.45161 1.38756  -0.018
C: 3.50564 4.08633 0.68501  -0.566
H: 8.17318 -0.50085 -2.17392  0.316
H: 7.57536 -1.69263 -1.01494  0.129
H: 9.28116 -1.20089 -0.82081  0.343
H: 8.76488 1.93582 -1.15113  0.285
H: 9.86718 0.84531 -0.25987  0.463
H: 9.25578 2.87696 1.18214  0.481
H: 8.73017 1.36370 1.82567  0.329
H: 6.46484 1.98154 0.74569  0.117
H: 7.68878 4.30875 2.03475  0.429
H: 6.92847 3.07762 2.97874  0.322
H: 5.78541 4.97210 0.86506  0.458
H: 5.34486 4.88738 2.59340  0.349
H: 2.68986 3.34119 0.42258  -0.162
H: 3.94314 4.51511 -0.21394  0.442
H: 3.02992 4.94224 1.16943  0.344
C: 0.68980 -1.36669 4.23010  -0.579
O: 1.55391 -0.66410 3.36531  1.905
C: 2.82931 -0.32224 3.92753  -1.372
C: 3.60319 0.25873 2.75843  -0.055
N: 3.73568 -0.73737 1.73099  -0.195
C: 4.38526 -0.15776 0.49942  -0.006
C: 4.40641 -1.23473 -0.59614  -1.400
O: 3.03351 -1.56061 -0.70995  1.795
C: 2.82583 -2.68047 -1.53566  -0.934
H: -0.22501 -1.33404 3.69319  -0.266
H: 0.57144 -0.75710 5.10586  -0.037
H: 0.96676 -2.38683 4.45690  0.008
H: 3.30951 -1.22000 4.39428  0.469
H: 2.67069 0.37886 4.78673  0.288
H: 4.61891 0.58259 2.98453  0.567
H: 3.03372 1.19042 2.39194  -0.437
H: 4.26791 -1.54144 2.08815  -0.071
H: 5.37958 0.26883 0.77720  0.217
H: 3.73076 0.65023 0.11375  -0.195
H: 5.11708 -2.07578 -0.34037  -0.138
H: 4.77341 -0.84079 -1.58195  0.393
H: 3.45870 -2.69422 -2.43535  0.632
H: 1.73931 -2.71896 -1.83373  -0.549
H: 3.03690 -3.56700 -0.92409  0.115
C: -4.14406 -3.03780 -5.83265  -0.469
O: -4.53744 -4.20886 -5.22239  -0.450
C: -3.49861 -4.82068 -4.44367  -0.799
C: -3.27792 -4.10128 -3.08370  0.864
N: -4.35033 -4.21526 -2.15250  -0.361
C: -5.24210 -3.01161 -2.00859  -0.618
C: -4.61744 -1.96332 -1.08034  0.431
O: -5.41984 -0.84387 -0.92877  -0.510
C: -5.23910 0.13676 -1.95040  0.547
H: -3.26779 -3.14538 -6.44456  0.423
H: -3.93651 -2.22247 -5.14255  -0.089
H: -5.02917 -2.65919 -6.36331  0.376
H: -2.53244 -4.72375 -5.01719  0.227
H: -3.68097 -5.89019 -4.28351  0.354
H: -3.02213 -3.05996 -3.28275  -0.902
H: -2.39088 -4.54811 -2.62686  0.471
H: -3.88024 -4.49503 -1.26787  0.386
H: -6.28862 -3.25769 -1.68393  0.269
H: -5.38887 -2.63098 -3.03130  0.249
H: -3.63005 -1.64158 -1.46515  -0.310
H: -4.45194 -2.46126 -0.10101  0.360
H: -4.21305 0.45664 -1.77259  -0.078
H: -5.89793 0.99038 -1.67247  -0.477
H: -5.48300 -0.19046 -2.97520  0.354
C: -8.45366 2.69950 -2.69549  -0.813
O: -7.20370 3.31381 -2.45035  -0.351
C: -6.97345 3.64431 -1.10891  -0.537
C: -5.73697 4.55054 -0.90123  -0.812
N: -4.58626 3.88781 -1.41801  0.266
C: -3.45217 4.78257 -1.55956  -1.274
C: -2.30901 4.15864 -2.38922  0.324
O: -2.72731 3.78352 -3.70188  -0.402
C: -1.59895 3.38181 -4.48225  -0.341
H: -8.46529 1.80920 -2.09819  0.319
H: -8.51607 2.44796 -3.73228  0.268
H: -9.32302 3.23848 -2.37392  0.317
H: -6.90929 2.71788 -0.40637  0.135
H: -7.80026 4.25556 -0.75330  0.563
H: -5.56985 4.76180 0.15573  0.319
H: -5.86565 5.49987 -1.48090  0.384
H: -4.80544 3.59345 -2.35302  0.204
H: -2.97218 5.00260 -0.57910  0.286
H: -3.69267 5.74204 -1.97248  0.517
H: -1.74687 3.31763 -1.88885  -0.344
H: -1.56418 4.99537 -2.53628  0.442
H: -0.98643 2.61470 -4.06334  0.101
H: -0.98754 4.22606 -4.71389  0.502
H: -1.94641 3.03246 -5.42354  -0.017
C: 0.49634 4.69566 2.22748  -1.002
O: 0.93164 3.35222 2.21301  0.682
C: 0.09303 2.46601 2.91492  -0.101
C: 0.44588 2.49214 4.42899  -0.385
N: -0.10670 3.57414 5.20198  -0.148
C: 0.12513 3.42122 6.63598  -1.237
C: -0.27724 2.12848 7.29174  0.278
O: 0.84795 1.30308 7.47491  -0.426
C: 0.47967 0.14446 8.15362  -0.465
H: 0.96748 5.23235 1.40844  0.344
H: 0.74004 5.21695 3.21137  0.233
H: -0.57529 4.72833 1.99741  0.257
H: 0.39279 1.50567 2.49364  -1.422
H: -0.94161 2.70875 2.69083  0.804
H: 1.54618 2.47128 4.62086  0.238
H: 0.04879 1.56476 4.79984  0.188
H: -1.08705 3.62055 5.02003  0.407
H: -0.51708 4.24214 7.04229  0.435
H: 1.20371 3.69098 6.85501  0.228
H: -1.08551 1.60449 6.79465  -0.250
H: -0.69502 2.33995 8.31465  0.644
H: 0.24018 0.38273 9.21503  0.353
H: 1.31009 -0.58533 8.02868  0.276
H: -0.40059 -0.32693 7.72853  -0.020
C: -4.42588 1.29232 1.83636  -0.284
O: -4.38208 1.06472 3.23712  -0.526
C: -3.29881 0.37134 3.74313  1.313
C: -3.42348 0.19234 5.24019  -1.174
N: -3.25742 1.49444 5.88595  0.013
C: -3.54127 1.37167 7.32752  -0.642
C: -3.72195 2.72205 7.93540  -0.538
O: -4.84045 3.33762 7.46777  -0.356
C: -4.86915 4.73693 7.69500  -0.687
H: -4.33657 0.36314 1.26487  0.038
H: -3.74958 2.06318 1.43902  0.200
H: -5.44958 1.60213 1.65298  0.176
H: -2.32409 0.85172 3.47882  -0.740
H: -3.19597 -0.62022 3.22475  0.010
H: -2.82012 -0.59091 5.66329  0.208
H: -4.42790 -0.13525 5.46916  0.618
H: -3.87112 2.18886 5.48538  0.308
H: -2.77566 0.79903 7.87168  0.256
H: -4.49796 0.84243 7.41929  0.648
H: -2.81465 3.39809 7.81823  0.057
H: -3.72976 2.57070 9.02217  0.442
H: -4.01323 5.20939 7.25035  0.298
H: -4.82583 4.95947 8.81636  0.278
H: -5.80501 5.11487 7.27771  0.258
C: -1.99556 1.17257 -7.55113  -1.009
O: -1.23410 0.68928 -6.50026  -0.172
C: -1.99808 0.09368 -5.46658  -1.725
C: -1.16205 -0.85317 -4.60845  2.932
N: -0.59627 -1.98379 -5.42843  -0.305
C: 0.59562 -2.62924 -4.81925  -0.383
C: 0.29254 -3.79470 -3.91868  0.724
O: 1.52803 -4.49023 -3.74032  -0.417
C: 1.38088 -5.68418 -3.01775  -0.886
H: -2.51258 0.34695 -8.04262  0.338
H: -1.33720 1.60296 -8.31549  0.156
H: -2.69691 1.93063 -7.20165  0.367
H: -2.76827 -0.45140 -5.97345  0.589
H: -2.47523 0.93009 -4.91974  0.476
H: -1.72415 -1.20625 -3.75980  -0.605
H: -0.33146 -0.31482 -4.09860  -1.720
H: -0.20913 -1.69512 -6.30086  0.448
H: 1.19068 -1.84331 -4.33761  -0.776
H: 1.17370 -3.05438 -5.65719  0.657
H: -0.40722 -4.43554 -4.46271  0.507
H: -0.19405 -3.39615 -2.97669  -0.531
H: 2.32897 -6.01391 -2.57815  0.305
H: 1.01074 -6.47756 -3.72134  0.333
H: 0.67458 -5.60562 -2.19793  0.308